#A
The following is a DFT calculation (ωB97M-V with the def2-TZVPD basis set) of 2 unconnected molecules or ions with the total composition C5H16N3.

Geometry as XYZ:
```
24
Properties=species:S:1:pos:R:3:mulliken_charge:R:1
C -1.758 2.095 -0.919 -0.627
C -1.840 3.447 -0.219 -0.835
H -1.009 1.938 -1.725 0.274
H -1.751 1.218 -0.283 0.025
H -2.709 2.131 -1.407 0.379
H -1.303 4.204 -0.832 0.251
H -1.321 3.465 0.796 0.230
H -2.894 3.762 -0.016 0.315
C 1.479 0.316 0.236 -0.234
C 1.973 0.714 1.597 -1.228
C 0.107 -1.706 -0.250 0.671
N 0.235 -0.471 0.258 -0.143
N 1.050 -2.378 -0.922 -0.307
N -0.976 -2.592 0.197 -0.612
H 1.231 1.209 -0.445 0.264
H 2.298 -0.243 -0.195 0.180
H 1.661 0.101 2.420 0.400
H 1.699 1.756 1.957 0.296
H -0.445 -0.231 0.959 0.324
H 2.006 -2.086 -0.999 0.215
H 0.757 -3.331 -1.104 0.256
H -1.769 -2.133 0.705 0.281
H -1.462 -2.979 -0.586 0.285
H 3.068 0.697 1.584 0.340
```

Results
**Highest occupied orbital energy**: -14.329 eV
**Total charge**: +1
**Frontier orbital gap**: 11.054 eV



#B
The following is a DFT calculation (ωB97M-V with the def2-TZVPD basis set) of 2 unconnected molecules or ions with the total composition C5H16N3.

Geometry as XYZ:
```
24
Properties=species:S:1:pos:R:3:mulliken_charge:R:1
C -0.285 -1.777 1.880 -1.110
C -1.438 -0.876 -0.069 0.543
N -1.240 -0.854 1.238 -0.178
N -0.998 -1.882 -0.817 -0.326
N -2.359 -0.071 -0.625 -0.492
H -1.291 0.041 1.703 0.317
H -0.744 -2.772 -0.410 0.227
H -1.350 -2.065 -1.744 0.250
H -2.402 0.858 -0.216 0.263
H -2.430 0.111 -1.613 0.313
H -0.836 -2.709 2.036 0.413
H -0.092 -1.386 2.863 0.324
H 0.614 -2.021 1.320 0.412
C 1.168 0.845 -0.370 0.222
C 0.198 1.831 -1.033 -1.032
C 2.515 1.500 -0.018 -1.337
H 1.418 0.047 -1.075 0.253
H 0.843 0.277 0.493 0.035
H 0.780 2.560 -1.591 0.381
H -0.422 1.317 -1.768 0.231
H 2.909 2.065 -0.860 0.344
H 3.203 0.654 0.058 0.367
H -0.458 2.338 -0.323 0.233
H 2.698 1.970 0.941 0.347
```

Results
**Highest occupied orbital energy**: -14.451 eV
**Total charge**: +1
**Frontier orbital gap**: 11.454 eV



Winner for stability: #B



#A
The following is a DFT calculation (ωB97M-V with the def2-TZVPD basis set) of a gas-phase ion, C6H10N (charge +1).

Geometry as XYZ:
```
17
Properties=species:S:1:pos:R:3:mulliken_charge:R:1
C 2.155 -0.385 -0.001 -0.304
C 0.847 -1.114 0.007 -0.505
C -0.811 0.827 0.022 0.463
C -0.502 -0.407 0.026 0.630
C -1.100 2.192 0.001 -1.105
C -1.687 -1.369 0.006 -1.404
N 2.346 0.847 0.004 -0.428
H 2.968 -1.127 -0.009 0.353
H 0.837 -1.762 -0.876 0.411
H 0.873 -1.775 0.878 0.425
H 3.302 1.190 0.003 0.272
H -1.552 2.559 0.923 0.341
H -1.664 2.494 -0.885 0.331
H -0.101 2.652 -0.080 0.327
H -1.521 -2.163 0.732 0.392
H -1.770 -1.796 -0.992 0.372
H -2.619 -0.860 0.242 0.430
```

Results
**Highest occupied orbital energy (alpha / beta)**: -12.870 / -13.989 eV
**⟨S²⟩**: 2.01
**Multiplicity**: 3
**Total charge**: +1
**Frontier orbital gap (alpha / beta)**: 9.375 / 5.588 eV



#B
The following is a DFT calculation (ωB97M-V with the def2-TZVPD basis set) of a molecular structure, C6H10N.

Geometry as XYZ:
```
17
Properties=species:S:1:pos:R:3:mulliken_charge:R:1
C 0.318 1.559 0.106 -0.353
C -0.804 0.467 -0.030 0.041
C 1.173 0.315 0.177 0.208
C 0.068 -0.555 0.299 0.470
C -2.205 0.513 -0.539 -1.070
C -0.059 -2.041 0.603 -1.098
N 2.462 0.242 -0.127 -0.344
H 0.306 2.204 -0.884 0.337
H 0.436 2.167 1.024 0.281
H -2.439 1.645 -0.627 0.335
H -2.863 -0.157 0.078 0.347
H -2.262 0.200 -1.713 0.286
H 0.559 -2.608 -0.137 0.350
H -1.015 -2.383 0.287 0.368
H 0.218 -2.223 1.596 0.338
H 3.016 1.093 -0.248 0.267
H 3.090 -0.440 0.137 0.237
```

Results
**Highest occupied orbital energy (alpha / beta)**: -11.006 / -16.064 eV
**⟨S²⟩**: 2.01
**Multiplicity**: 3
**Total charge**: +1
**Frontier orbital gap (alpha / beta)**: 8.048 / 8.286 eV



#C
The following is a DFT calculation (ωB97M-V with the def2-TZVPD basis set) of a gas-phase ion, C6H10N (charge +1).

Geometry as XYZ:
```
17
Properties=species:S:1:pos:R:3:mulliken_charge:R:1
C 1.516 -0.218 0.127 0.580
C 2.830 -0.242 -0.043 -1.270
C 0.393 -0.528 0.960 -0.196
C 0.250 0.357 -0.293 0.507
C -0.358 1.650 -0.778 -1.198
C -2.059 -0.873 0.309 -0.924
N -0.608 -0.936 -0.050 -0.030
H 3.408 0.300 -0.767 0.371
H 3.295 -0.791 0.746 0.312
H -0.036 -0.127 2.136 0.255
H 0.146 2.457 -0.305 0.358
H -1.357 1.571 -0.573 0.421
H -0.144 1.755 -1.882 0.303
H -2.548 -0.274 -0.418 0.425
H -2.347 -1.837 0.216 0.391
H -2.117 -0.507 1.369 0.269
H -0.265 -1.756 -0.755 0.426
```

Results
**Highest occupied orbital energy (alpha / beta)**: -9.672 / -15.523 eV
**⟨S²⟩**: 2.01
**Multiplicity**: 3
**Total charge**: +1
**Frontier orbital gap (alpha / beta)**: 6.620 / 8.802 eV



Winner for stability: #B



#A
The following is a DFT calculation (ωB97M-V with the def2-TZVPD basis set) of a molecular structure, C3H3Cl2NS.

Geometry as XYZ:
```
10
Properties=species:S:1:pos:R:3:mulliken_charge:R:1
C 0.694 -0.544 1.025 -0.419
C 1.413 0.171 0.236 0.503
C -0.962 0.530 -0.746 -0.454
N -1.165 -0.178 0.444 -0.257
S 0.825 1.067 -1.129 -0.129
Cl 3.147 0.127 0.508 -0.176
Cl -1.918 -1.674 -0.039 -0.110
H 0.680 -0.977 2.015 0.371
H -1.150 -0.132 -1.640 0.382
H -1.564 1.609 -0.675 0.289
```

Results
**Highest occupied orbital energy**: -8.904 eV
**Frontier orbital gap**: 8.750 eV



#B
The following is a DFT calculation (ωB97M-V with the def2-TZVPD basis set) of C3H3Cl2NS in the gas phase.

Geometry as XYZ:
```
10
Properties=species:S:1:pos:R:3:mulliken_charge:R:1
C -0.740 -0.778 0.304 -0.173
C -1.404 0.166 -0.294 -0.428
C 1.533 -0.130 -0.074 0.485
N 0.531 -0.895 -0.001 -0.438
S 1.564 1.646 0.259 -0.157
Cl -3.080 0.250 -0.379 -0.176
Cl 3.196 -0.813 -0.505 -0.180
H -1.119 -1.532 0.855 0.442
H -0.900 0.595 -1.071 0.444
H 0.419 1.491 0.906 0.182
```

Results
**Structure (SMILES)**: S/C(Cl)=N\C=C\Cl
**Highest occupied orbital energy**: -9.021 eV
**Frontier orbital gap**: 9.153 eV



Winner for stability: #B



#A
The following is a DFT calculation (ωB97M-V with the def2-TZVPD basis set) of a gas-phase ion, C3H9NOS (charge +1).

Geometry as XYZ:
```
15
Properties=species:S:1:pos:R:3:mulliken_charge:R:1
C -0.125 1.050 0.252 -0.466
C -0.610 0.219 1.525 -0.674
S 0.750 -0.174 2.650 -0.063
N -0.522 0.421 -0.974 0.020
C 0.325 -0.449 -1.714 -0.365
O 0.291 -1.741 -1.211 -0.439
H 0.929 1.074 0.242 0.375
H -0.496 2.066 0.275 0.402
H -1.283 0.765 2.157 0.334
H -1.110 -0.703 1.206 0.388
H 1.422 -1.007 1.819 0.136
H -1.304 0.851 -1.472 0.357
H 1.322 -0.080 -1.732 0.372
H -0.033 -0.532 -2.763 0.341
H 0.444 -1.759 -0.259 0.284
```

Results
**Highest occupied orbital energy (alpha / beta)**: -13.911 / -13.654 eV
**⟨S²⟩**: 0.76
**Multiplicity**: 2
**Total charge**: +1
**Frontier orbital gap (alpha / beta)**: 10.565 / 5.104 eV



#B
The following is a DFT calculation (ωB97M-V with the def2-TZVPD basis set) of a gas-phase ion, C3H9NOS (charge +1).

Geometry as XYZ:
```
15
Properties=species:S:1:pos:R:3:mulliken_charge:R:1
C 0.513 0.223 -0.533 -0.491
C -0.280 0.480 -1.859 -0.612
S 0.470 -0.456 -3.150 -0.048
N -0.456 -0.195 0.474 -0.225
C 0.144 -0.172 1.902 -0.357
O -0.826 -0.660 2.734 -0.458
H 1.344 -0.488 -0.600 0.487
H 0.967 1.140 -0.112 0.353
H -0.240 1.546 -2.103 0.357
H -1.340 0.307 -1.758 0.431
H -0.217 -1.596 -3.020 0.214
H -1.125 0.583 0.536 0.324
H 1.092 -0.727 1.929 0.347
H 0.398 0.897 1.971 0.324
H -0.446 -0.882 3.588 0.355
```

Results
**Highest occupied orbital energy (alpha / beta)**: -14.650 / -13.367 eV
**⟨S²⟩**: 0.76
**Multiplicity**: 2
**Total charge**: +1
**Frontier orbital gap (alpha / beta)**: 11.676 / 4.588 eV



Winner for stability: #A



#A
The following is a DFT calculation (ωB97M-V with the def2-TZVPD basis set) of 2 unconnected molecules or ions with the total composition C6H10N3O2.

Geometry as XYZ:
```
21
Properties=species:S:1:pos:R:3:mulliken_charge:R:1
C 1.311 -0.401 -2.864 -0.167
C 0.828 0.620 -3.633 -0.243
C -0.668 -1.465 1.096 -0.511
C -1.761 0.580 1.389 -0.409
C 0.788 -0.850 1.497 -0.204
C -0.201 1.169 1.696 -0.168
N 1.143 -0.054 -1.585 -0.214
N 0.539 1.057 -1.517 -0.010
N -1.312 -0.421 0.575 -0.168
O 0.276 1.500 -2.708 -0.182
O 0.336 0.171 2.327 -0.346
H 1.675 -1.496 -3.122 0.330
H 0.483 0.647 -4.636 0.368
H -0.487 -2.169 0.425 0.417
H -1.192 -1.813 1.985 0.382
H -1.969 0.433 2.461 0.313
H -2.352 1.222 0.753 0.385
H 1.382 -1.670 2.093 0.320
H 1.273 -0.477 0.619 0.384
H 0.189 1.475 0.736 0.356
H -0.281 1.942 2.410 0.365
```

Results
**Highest occupied orbital energy**: -13.918 eV
**Total charge**: +1
**Frontier orbital gap**: 7.699 eV



#B
The following is a DFT calculation (ωB97M-V with the def2-TZVPD basis set) of a gas-phase ion, C6H10N3O2 (charge +1).

Geometry as XYZ:
```
21
Properties=species:S:1:pos:R:3:mulliken_charge:R:1
C -2.194 0.941 -0.766 -0.670
C -0.814 0.448 -0.769 0.894
C -0.682 -0.311 0.405 -0.114
C 0.020 0.660 -1.853 0.226
C 0.505 -1.034 1.155 -0.309
C 1.634 0.167 1.186 -0.546
N -2.811 0.437 0.227 -0.834
N -1.922 -0.369 0.889 0.341
N 0.948 -2.209 0.498 -0.548
O -0.312 1.123 -2.986 -0.385
O 1.040 1.470 1.205 -0.539
H -2.587 1.643 -1.359 0.616
H 1.133 0.254 -1.772 0.118
H 0.177 -1.155 2.238 0.425
H 2.172 0.151 0.227 0.242
H 2.264 0.046 2.033 0.433
H -2.405 -0.777 1.707 0.254
H 0.187 -2.921 0.301 0.317
H 1.352 -1.911 -0.369 0.282
H 0.512 1.153 -3.603 0.442
H 1.785 2.193 1.406 0.352
```

Results
**Structure (SMILES)**: N[C@@H](CO)C1=[NH+]N=C/C1=C\O
**Highest occupied orbital energy**: -13.618 eV
**Total charge**: +1
**Frontier orbital gap**: 8.685 eV



Winner for stability: #B



#A
The following is a DFT calculation (ωB97M-V with the def2-TZVPD basis set) of a gas-phase ion, C4H9N2O (charge +1).

Geometry as XYZ:
```
16
Properties=species:S:1:pos:R:3:mulliken_charge:R:1
C -0.040 1.300 0.466 -0.309
C 0.718 0.283 -0.138 -0.320
C -1.742 -0.605 -0.461 -0.270
C -1.046 -1.568 0.414 -0.880
N -1.322 1.494 0.412 -0.341
N 2.102 0.817 -0.346 -0.296
O -2.013 0.652 -0.309 -0.136
H 0.611 2.023 0.948 0.307
H 0.632 -0.425 -0.939 0.591
H -2.278 -1.176 -1.121 0.503
H -1.199 -1.122 1.494 0.298
H -0.070 -1.734 0.140 0.386
H -1.659 -2.576 0.497 0.330
H 2.343 1.302 0.517 0.379
H 2.199 1.303 -1.276 0.383
H 2.764 0.031 -0.299 0.375
```

Results
**Highest occupied orbital energy (alpha / beta)**: -10.676 / -15.000 eV
**⟨S²⟩**: 2.04
**Multiplicity**: 3
**Total charge**: +1
**Frontier orbital gap (alpha / beta)**: 6.570 / 8.546 eV



#B
The following is a DFT calculation (ωB97M-V with the def2-TZVPD basis set) of a gas-phase ion, C4H9N2O (charge +1).

Geometry as XYZ:
```
16
Properties=species:S:1:pos:R:3:mulliken_charge:R:1
C -1.876 -0.770 -0.306 -0.416
C -0.925 1.252 0.347 -0.638
C 0.224 0.204 0.483 0.042
C 2.468 -0.268 -0.178 -0.725
N -2.018 0.539 -0.296 -0.082
N -0.786 -1.230 0.270 -0.169
O 1.126 0.197 -0.496 -0.374
H -2.564 -1.410 -0.870 0.437
H -1.164 1.515 1.281 0.350
H -0.574 2.046 -0.256 0.378
H 0.620 0.081 1.437 0.557
H 2.882 -0.762 -1.049 0.288
H 2.418 -1.085 0.520 0.386
H 3.049 0.566 0.076 0.306
H -2.604 1.245 -0.897 0.349
H -0.276 -2.118 -0.066 0.311
```

Results
**Highest occupied orbital energy (alpha / beta)**: -10.211 / -15.256 eV
**⟨S²⟩**: 2.01
**Multiplicity**: 3
**Total charge**: +1
**Frontier orbital gap (alpha / beta)**: 7.296 / 7.408 eV



Winner for stability: #B